Model w:
22
Properties=species:S:1:pos:R:3 method="wB97M-V/def2-TZVPD" spin_multiplicity=1
C -2.774 -0.038 -1.204
C 3.051 -1.213 0.530
C -2.636 -0.066 0.312
C 1.527 -1.063 0.641
C -1.631 0.952 0.828
N 1.828 1.835 -0.405
Si 0.974 0.323 -0.556
H -3.309 0.747 -1.582
H -1.753 -0.147 -1.607
H -3.194 -0.994 -1.536
H 3.180 -1.192 -0.525
H 3.502 -0.407 0.970
H 3.392 -2.268 0.862
H -3.601 0.297 0.616
H -2.578 -1.053 0.733
H 0.960 -1.021 1.685
H 1.047 -2.015 0.299
H -1.374 0.735 1.797
H -1.859 1.979 0.654
H 2.697 2.000 -0.831
H 1.745 2.627 0.315
H 0.807 -0.021 -1.996

***

Model x:
22
Properties=species:S:1:pos:R:3 method="wB97M-V/def2-TZVPD" spin_multiplicity=1
C 0.339 -1.085 2.692
C 0.481 2.681 0.204
C 0.222 1.936 -2.086
C -1.501 -1.892 -1.262
C 0.453 -1.593 1.303
N 0.870 1.599 -0.778
Si -0.782 -0.807 0.112
H 0.479 0.026 2.772
H -0.622 -1.076 3.202
H 0.963 -1.761 3.335
H -0.622 2.802 0.150
H 0.560 2.315 1.280
H 1.121 3.476 -0.070
H -0.796 1.749 -1.862
H 0.594 2.952 -2.272
H 0.509 1.184 -2.780
H -0.806 -2.429 -1.990
H -1.942 -2.614 -0.467
H -2.384 -1.392 -1.786
H 0.329 -2.629 1.288
H 1.630 -1.571 1.092
H -1.864 -0.077 1.040

***

Result of the stability comparison: model w is the most stable of them.

***

Model w:
16
Properties=species:S:1:pos:R:3 method="wB97M-V/def2-TZVPD" spin_multiplicity=1
C 2.009 0.680 -0.295
C 2.021 -0.372 0.803
C -1.112 -1.402 -0.427
C -1.951 1.060 0.246
N 0.606 0.979 -0.754
P -0.349 0.164 0.222
H 2.349 1.649 0.080
H 2.509 0.357 -1.162
H 2.157 -1.349 0.529
H 2.475 -0.206 1.688
H -2.170 -1.107 -0.326
H -0.834 -1.446 -1.464
H -0.981 -2.421 0.180
H -2.590 0.541 0.978
H -1.673 2.117 0.423
H -2.467 0.758 -0.720

***

Model x:
16
Properties=species:S:1:pos:R:3 method="wB97M-V/def2-TZVPD" spin_multiplicity=1
C -0.344 1.152 0.349
C -0.102 1.259 -1.140
C -2.223 -0.176 1.652
C 2.847 -1.773 -0.053
N -0.931 -0.055 0.851
P 0.661 0.051 1.363
H -0.686 2.021 0.812
H -1.094 1.227 -1.561
H 0.475 0.401 -1.535
H 0.340 2.337 -1.420
H -2.528 -1.220 1.790
H -2.040 0.345 2.632
H -2.901 0.633 1.079
H 2.742 -2.829 -0.140
H 3.531 -1.393 0.658
H 2.734 -1.217 -0.881

***

Result of the stability comparison: model w is the most stable of them.

***

Model w:
7
Properties=species:S:1:pos:R:3 method="wB97M-V/def2-TZVPD" charge=+1 spin_multiplicity=1
C 1.931 0.665 0.052
N -0.911 0.478 -0.076
N -2.032 0.640 -0.035
O 2.484 1.672 0.140
O -3.127 0.883 0.071
O 1.405 -0.319 -0.120
H -0.274 -0.430 -0.133

***

Model x:
7
Properties=species:S:1:pos:R:3 method="wB97M-V/def2-TZVPD" charge=+1 spin_multiplicity=1
C 0.202 1.311 1.470
N 0.108 -0.787 -1.631
N -0.349 -0.987 -0.602
O 0.076 1.752 2.524
O -0.799 -1.255 0.372
O 0.330 0.685 0.494
H 0.431 -0.720 -2.627

***

Result of the stability comparison: model w is the most stable of them.

***

Model w:
41
Properties=species:S:1:pos:R:3 method="wB97M-V/def2-TZVPD" charge=+1 spin_multiplicity=1
C -4.803 -0.759 -0.585
N -3.488 -1.404 -0.561
C -3.452 -2.861 -0.381
C -2.372 -0.670 -0.842
C -1.085 -1.164 -0.802
C 0.012 -0.521 -1.353
C 1.324 -1.089 -1.384
C 2.235 -0.731 -2.400
C 3.458 -1.351 -2.506
C 3.831 -2.319 -1.586
C 2.969 -2.664 -0.558
C 1.733 -2.069 -0.458
H -5.608 -1.488 -0.523
H -4.901 -0.078 0.258
H -4.931 -0.192 -1.505
H -4.456 -3.283 -0.352
H -2.919 -3.329 -1.208
H -2.952 -3.119 0.551
H -2.526 0.345 -1.161
H -0.942 -2.154 -0.404
H -0.159 0.392 -1.903
H 1.938 0.001 -3.131
H 4.126 -1.097 -3.312
H 4.787 -2.808 -1.675
H 3.277 -3.400 0.166
H 1.075 -2.331 0.353
C 2.225 3.339 2.112
C 1.985 2.259 1.061
N 0.809 1.464 1.422
C -0.383 2.277 1.679
C -0.061 3.359 2.710
O 1.063 4.135 2.314
H 2.495 2.890 3.075
H 3.041 4.014 1.823
H 1.827 2.723 0.082
H 2.858 1.600 0.964
H 0.626 0.747 0.711
H -0.718 2.745 0.746
H -1.201 1.632 2.026
H -0.903 4.048 2.855
H 0.168 2.911 3.684

***

Model x:
41
Properties=species:S:1:pos:R:3 method="wB97M-V/def2-TZVPD" charge=+1 spin_multiplicity=1
C -3.670 0.123 1.982
C -2.229 0.472 1.817
C -1.179 -0.385 1.958
N 0.112 -0.037 2.235
C 1.135 -1.075 2.111
C 2.517 -0.618 2.586
O 2.774 0.736 2.207
C 1.867 1.627 2.841
C 0.412 1.374 2.438
H -4.168 1.004 2.400
H -4.212 -0.148 1.061
H -3.799 -0.704 2.696
H -2.033 1.537 1.661
H -1.358 -1.459 1.810
H 0.841 -1.949 2.715
H 1.216 -1.398 1.060
H 2.600 -0.748 3.691
H 3.301 -1.187 2.070
H 1.961 1.556 3.944
H 2.185 2.614 2.488
H 0.202 1.938 1.514
H -0.236 1.781 3.231
C -2.277 0.486 -3.131
N -2.557 -0.716 -2.316
C -2.571 -1.993 -2.966
C -3.463 -2.242 -4.026
C -3.408 -3.451 -4.731
C -2.419 -4.384 -4.413
C -1.574 -4.181 -3.323
C -1.708 -3.019 -2.550
C -2.823 -0.547 -1.034
H -1.844 0.177 -4.093
H -3.198 1.053 -3.320
H -1.572 1.142 -2.600
H -4.225 -1.491 -4.274
H -4.114 -3.636 -5.536
H -2.311 -5.272 -5.023
H -0.791 -4.900 -3.082
H -1.099 -2.871 -1.651
H -3.086 -1.413 -0.425
H -2.948 0.476 -0.675

***

Result of the stability comparison: model w is the most stable of them.

***

Model w:
7
Properties=species:S:1:pos:R:3 method="wB97M-V/def2-TZVPD" spin_multiplicity=1 smiles="S=CC(Cl)Cl"
S 2.473 -0.270 -0.068
C 0.848 -1.012 -0.019
C -0.489 -0.119 0.601
Cl -0.380 1.567 -0.081
Cl -2.074 -0.776 -0.157
H 0.809 -2.258 -0.094
H -0.823 -0.074 1.742

***

Model x:
7
Properties=species:S:1:pos:R:3 method="wB97M-V/def2-TZVPD" spin_multiplicity=1
C -0.781 1.336 -0.108
C 1.109 -1.233 0.550
S -1.943 1.308 -1.210
Cl 0.056 -2.520 0.780
Cl 2.293 -1.580 -0.601
H -0.588 2.220 0.491
H -0.146 0.469 0.098

***

Result of the stability comparison: model w is the most stable of them.

***

Model w:
24
Properties=species:S:1:pos:R:3 method="wB97M-V/def2-TZVPD" spin_multiplicity=1
Li -0.768 0.236 0.179
O 1.012 0.424 -0.731
H 0.917 1.177 -1.522
O 2.225 0.849 1.620
H 1.841 0.595 0.886
H 2.895 0.184 1.829
O -2.933 0.551 0.068
H -2.910 1.365 0.552
H -3.342 0.740 -0.809
O -0.023 -0.529 -3.162
H 0.189 -1.436 -3.391
H 0.214 -0.423 -2.242
O -0.409 0.130 2.394
H 0.484 0.349 2.268
H -0.541 -0.171 3.206
O -0.678 2.425 0.547
H 0.115 2.730 0.321
H -1.147 2.710 -0.185
O -1.024 -1.817 0.128
H -1.815 -2.180 -0.242
H -0.065 -2.245 -0.091
O 1.905 -2.063 -0.888
H 2.275 -2.357 -0.044
H 1.582 -1.244 -0.693

***

Model x:
24
Properties=species:S:1:pos:R:3 method="wB97M-V/def2-TZVPD" spin_multiplicity=1
Li 1.660 2.174 0.322
O 0.243 0.881 0.337
H 0.444 0.016 0.449
O -0.892 1.189 -2.045
H -1.719 0.566 -2.056
H -0.457 0.937 -1.108
O -2.031 -0.337 0.865
H -1.264 0.076 0.890
H -2.320 -0.268 0.033
O -1.162 -2.616 2.289
H -1.106 -1.934 1.681
H -0.626 -3.215 1.779
O 0.774 -1.409 -2.089
H 0.230 -2.189 -2.203
H 0.362 -0.461 -2.078
O -0.627 1.022 3.113
H -0.305 0.985 2.170
H -1.267 0.421 2.770
O 2.442 -1.667 0.065
H 1.978 -1.789 0.839
H 1.862 -1.377 -0.512
O 1.563 2.895 -1.627
H 1.464 3.747 -1.941
H 0.744 2.357 -1.941

***

Result of the stability comparison: model w is the most stable of them.

***

Model w:
22
Properties=species:S:1:pos:R:3 method="wB97M-V/def2-TZVPD" charge=+1 spin_multiplicity=1 smiles="[NH3+]CCCCCC=O"
N 0.963 -0.150 3.016
C 1.130 -0.335 1.544
C -0.104 -0.845 0.802
C -1.143 0.260 0.548
C -0.783 1.384 -0.419
C -0.386 1.034 -1.891
C -0.436 -0.436 -2.216
O 0.495 -1.059 -2.645
H -0.034 -0.089 3.237
H 1.333 -0.942 3.543
H 1.409 0.700 3.357
H 1.997 -0.955 1.304
H 1.414 0.601 1.094
H 0.291 -1.242 -0.131
H -0.590 -1.638 1.361
H -2.037 -0.235 0.188
H -1.435 0.729 1.501
H 0.124 1.876 -0.052
H -1.528 2.175 -0.437
H -1.035 1.565 -2.593
H 0.620 1.349 -2.115
H -1.406 -0.940 -2.012

***

Model x:
22
Properties=species:S:1:pos:R:3 method="wB97M-V/def2-TZVPD" charge=+1 spin_multiplicity=1
C 1.112 2.769 -0.123
C 0.688 1.298 0.243
C -0.082 -2.782 1.282
C -1.662 1.698 -0.793
C 0.177 -2.132 -0.094
C -0.577 0.847 0.004
N 1.302 -1.743 -0.495
O -0.970 -0.389 0.425
H 0.835 2.723 -1.141
H 2.159 2.986 0.139
H 1.433 0.520 0.597
H -1.075 -2.740 1.545
H 0.300 -3.760 1.166
H 0.654 -2.459 1.960
H -1.903 2.701 -0.435
H -1.237 1.880 -1.799
H -2.580 1.124 -0.927
H -0.601 -2.306 -0.731
H 0.420 3.351 0.402
H 1.427 -1.497 -1.399
H 2.090 -1.640 0.175
H -1.910 -0.447 -0.003

***

Result of the stability comparison: model w is the most stable of them.

***

Model w:
7
Properties=species:S:1:pos:R:3 method="wB97M-V/def2-TZVPD" spin_multiplicity=1
N 0.126 0.539 0.693
N 1.802 0.631 -0.034
O 1.881 -0.180 -0.885
O 2.421 1.505 0.374
O -0.471 1.595 0.693
F -0.765 1.956 -0.791
H -0.255 -0.388 0.720

***

Model x:
7
Properties=species:S:1:pos:R:3 method="wB97M-V/def2-TZVPD" spin_multiplicity=1 smiles="O=N[N@+]([O-])(O)F"
O -0.207 -1.836 -1.255
N -0.771 -1.051 -0.665
N 0.085 0.330 -0.067
O 1.236 0.511 -0.351
O -0.226 0.113 1.265
F -0.691 1.591 -0.672
H 0.573 0.343 1.746

***

Result of the stability comparison: model x is the most stable of them.